C3H8CsO | the ωB97M-V functional and the def2-TZVPD basis

The geometry in ORCA input format:
```
! RIJCOSX wB97M-V def2-TZVPD def2/J DEFGRID3
* xyz 0 2
H -11.53 -6.46 16.84
H -9.81 -8.25 19.37
H -10.41 -7.16 20.61
C -10.65 -7.61 19.65
O -11.20 -7.13 17.45
Cs -9.60 -9.99 17.04
H -12.84 -5.85 19.26
H -12.08 -4.74 18.16
H -9.84 -6.07 18.55
C -11.87 -5.43 18.97
H -11.47 -8.34 19.68
H -11.53 -4.88 19.85
C -10.84 -6.50 18.64
*
```

<S²>: 0.750
HOMO (spin up / spin down) (eV): -3.227 / -10.914
LUMO (spin up / spin down) (eV): 0.1 / 0.1
HOMO-LUMO gap (spin up / spin down) (eV): 3.37 / 11.04